1.
2 unconnected molecules or ions with the total composition C21H28NO2. Source: the Open Molecules 2025 dataset; level of theory: ωB97M-V/def2-TZVPD.

```
52
Properties=species:S:1:pos:R:3
C 4.781 2.708 3.842
O 3.399 2.644 4.256
C 2.470 2.164 3.391
C 1.138 2.077 3.880
C 0.137 1.599 3.068
C 0.393 1.210 1.718
C -0.666 0.878 0.808
C -0.462 0.799 -0.570
C -1.413 0.389 -1.503
C -1.181 0.363 -2.916
C -2.251 0.233 -3.855
C -2.026 0.209 -5.211
C -0.697 0.264 -5.711
O -0.532 0.078 -7.048
C 0.821 0.027 -7.564
C 0.380 0.460 -4.809
C 0.132 0.482 -3.447
C 1.753 1.208 1.288
C 2.761 1.750 2.067
H 5.306 3.033 4.742
H 5.146 1.721 3.522
H 4.922 3.444 3.037
H 0.953 2.396 4.906
H -0.876 1.526 3.473
H -1.695 0.890 1.176
H 0.491 1.178 -0.947
H -2.408 0.130 -1.134
H -3.274 0.160 -3.485
H -2.830 0.099 -5.939
H 0.697 -0.184 -8.627
H 1.315 0.997 -7.419
H 1.409 -0.770 -7.087
H 1.403 0.549 -5.184
H 0.980 0.574 -2.773
H 2.013 0.779 0.319
H 3.777 1.832 1.671
C -2.175 -0.894 4.330
C -1.688 -1.136 2.905
N -1.703 -2.466 2.442
C -1.188 -2.888 1.178
C -1.470 -4.369 0.917
H -2.040 0.163 4.579
H -3.241 -1.133 4.424
H -1.594 -1.492 5.039
H -2.318 -0.560 2.213
H -0.660 -0.747 2.813
H -1.868 -3.183 3.135
H -1.620 -2.244 0.390
H -0.091 -2.725 1.134
H -1.132 -4.651 -0.083
H -0.937 -4.988 1.648
H -2.542 -4.581 1.002
```

Results
Charge: +1
LUMO, eV: -5.1
Relative energy (zero: lowest compared OMol25 entry of this formula, charge and spin), kcal per mole: 81.1
Electronic energy, eV: -27807.9757
HOMO-LUMO gap, eV: 5.2
Molar mass, g/mol: 326.460
Maximum force, eV/Å: 2.34

2.
2 unconnected molecules or ions with the total composition C21H29. Source: the Open Molecules 2025 dataset; level of theory: ωB97M-V/def2-TZVPD.

```
50
Properties=species:S:1:pos:R:3
C -5.893 -1.403 -1.912
C -5.303 -0.263 -1.594
C -5.943 1.043 -1.904
C -3.931 -0.260 -0.995
C -2.836 -0.183 -2.055
C -1.439 -0.156 -1.445
C -0.350 -0.079 -2.511
C 1.026 -0.073 -1.921
C 1.670 -1.376 -1.609
C 1.621 1.068 -1.616
H -5.415 -2.344 -1.719
H -6.861 -1.417 -2.373
H -5.296 1.868 -1.597
H -6.126 1.144 -2.976
H -6.897 1.145 -1.381
H -3.842 0.589 -0.308
H -3.797 -1.155 -0.373
H -2.931 -1.029 -2.749
H -2.987 0.707 -2.680
H -1.343 0.690 -0.752
H -1.287 -1.046 -0.820
H -0.442 -0.930 -3.196
H -0.490 0.814 -3.134
H 1.028 -2.203 -1.920
H 2.627 -1.474 -2.127
H 1.848 -1.475 -0.536
H 2.595 1.082 -1.166
H 1.141 2.008 -1.808
C 3.432 1.977 1.671
C 4.762 2.216 0.924
C 5.296 0.844 0.672
C 4.456 -0.098 1.173
C 3.322 0.479 1.800
C 2.266 -0.198 2.478
C 2.179 -1.606 2.525
C 1.170 -2.233 3.219
C 0.213 -1.495 3.891
C 0.264 -0.115 3.856
C 1.262 0.525 3.161
H 3.426 2.443 2.663
H 2.572 2.369 1.116
H 4.622 2.754 -0.022
H 5.471 2.807 1.517
H 6.233 0.633 0.183
H 4.645 -1.155 1.121
H 2.910 -2.198 2.005
H 1.115 -3.308 3.249
H -0.569 -1.991 4.444
H -0.482 0.456 4.382
H 1.290 1.599 3.147
```

Results
Charge: +1
LUMO, eV: -5.7
Relative energy (zero: lowest compared OMol25 entry of this formula, charge and spin), kcal per mole: 0.0
Electronic energy, eV: -22239.3461
HOMO-LUMO gap, eV: 5.0
Molar mass, g/mol: 281.463
Maximum force, eV/Å: 1.18

3.
A molecular structure, C21H29BrCl3GeInN4S. Source: the Open Molecules 2025 dataset; level of theory: ωB97M-V/def2-TZVPD.

```
61
Properties=species:S:1:pos:R:3
In -0.751 -0.077 -1.590
Br 3.051 4.865 -5.684
C 1.627 3.964 -4.841
C 0.374 3.924 -5.449
C -0.658 3.216 -4.867
C -0.450 2.536 -3.662
C 0.805 2.621 -3.049
C 1.841 3.325 -3.623
N -1.405 1.731 -3.023
C -2.641 1.659 -3.336
C -3.548 0.770 -2.616
C -4.870 0.621 -3.003
C -5.714 -0.172 -2.231
C -5.217 -0.758 -1.077
C -3.873 -0.594 -0.775
N -3.057 0.135 -1.539
H 0.215 4.448 -6.381
H -1.617 3.201 -5.368
H 0.944 2.141 -2.079
H 2.809 3.386 -3.146
H -3.086 2.279 -4.110
H -5.238 1.112 -3.894
H -6.745 -0.322 -2.524
H -5.850 -1.346 -0.428
H -3.438 -1.049 0.107
Cl -0.852 -3.717 -2.689
Ge -0.014 -1.982 -3.527
Cl 2.070 -2.009 -3.733
Cl -1.081 -1.207 -5.153
C 0.285 0.761 6.676
C 0.944 1.081 5.343
C -0.068 1.342 4.232
C 0.587 1.804 2.928
N 1.448 0.762 2.355
C 1.072 -0.209 1.542
S -0.593 -0.215 0.995
N 1.935 -1.156 1.204
C 1.685 -2.396 0.469
C 1.412 -3.585 1.394
C 2.593 -3.965 2.287
C 3.886 -4.279 1.543
H 1.029 0.502 7.425
H -0.431 -0.057 6.578
H -0.275 1.617 7.056
H 1.597 0.245 5.060
H 1.594 1.954 5.467
H -0.765 2.121 4.547
H -0.653 0.435 4.036
H 1.213 2.676 3.114
H -0.180 2.063 2.198
H 2.377 0.709 2.755
H 2.830 -1.135 1.679
H 2.568 -2.599 -0.138
H 0.831 -2.254 -0.194
H 1.149 -4.428 0.750
H 0.545 -3.363 2.021
H 2.298 -4.854 2.847
H 2.775 -3.196 3.045
H 3.728 -5.037 0.775
H 4.633 -4.647 2.244
H 4.320 -3.399 1.057
```

Results
Charge: +3
LUMO (alpha / beta), eV: -10.9 / -13.9
2S+1: 2
Relative energy (zero: lowest compared OMol25 entry of this formula, charge and spin), kcal per mole: 15.4
Expectation value of S²: 0.77
Electronic energy, eV: -208319.0489
HOMO-LUMO gap (alpha / beta), eV: 5.3 / 2.3
Molar mass, g/mol: 743.249
Maximum force, eV/Å: 2.24

4.
A molecular structure, C21H29Cl2O4Rh. Source: the Open Molecules 2025 dataset; level of theory: ωB97M-V/def2-TZVPD.

```
57
Properties=species:S:1:pos:R:3
O -0.098 0.638 0.286
C 1.094 0.255 -0.479
C 0.639 1.021 -1.696
H 1.122 -0.830 -0.624
H 1.996 0.645 -0.003
C -0.618 1.363 -0.867
H 0.455 0.336 -2.538
H 1.256 1.878 -1.987
C -1.888 0.713 -1.358
H -1.675 -0.335 -1.599
H -2.246 1.217 -2.264
H -2.669 0.758 -0.588
C -0.779 2.846 -0.594
H 0.180 3.313 -0.335
H -1.501 3.028 0.213
H -1.167 3.322 -1.505
Rh -1.250 -0.915 1.807
C 1.052 2.046 4.089
C 2.158 1.149 3.980
C 2.564 1.134 2.612
H 2.618 0.594 4.796
C 1.753 2.073 1.898
C 0.783 2.585 2.800
H -0.014 3.280 2.525
H 0.509 2.278 5.007
H 3.339 0.507 2.170
H 1.886 2.396 0.871
C -1.565 -0.355 3.726
C -1.925 0.697 2.820
C -2.919 0.200 1.916
H -1.512 1.702 2.806
C -3.183 -1.170 2.269
C -2.333 -1.525 3.373
H -2.320 -2.482 3.888
H -0.847 -0.283 4.534
H -3.443 0.786 1.164
H -3.938 -1.807 1.806
O -0.202 -0.829 -3.679
C -0.475 0.052 -4.798
C 0.111 -0.545 -6.090
H -0.023 1.048 -4.624
H -1.564 0.189 -4.862
C 1.051 -1.675 -5.609
H 0.647 0.213 -6.667
H -0.707 -0.938 -6.707
C 0.777 -1.814 -4.101
H 2.106 -1.436 -5.790
H 0.822 -2.611 -6.119
H 1.708 -1.649 -3.525
H 0.396 -2.819 -3.860
Cl 1.105 -2.135 4.946
C 1.317 -3.249 3.572
Cl -0.146 -4.194 3.173
C 1.710 -2.427 2.305
O 2.871 -2.656 1.967
O 0.873 -1.622 1.725
H 2.109 -3.964 3.822
```

Results
LUMO (alpha / beta), eV: 0.5 / -2.0
2S+1: 5
Expectation value of S²: 6.02
Electronic energy, eV: -58482.3508
HOMO-LUMO gap (alpha / beta), eV: 7.5 / 5.7
Molar mass, g/mol: 519.271
Maximum force, eV/Å: 12.53

5.
A molecular structure, C21H29Cl3GeN2PbS3. Source: the Open Molecules 2025 dataset; level of theory: ωB97M-V/def2-TZVPD.

```
60
Properties=species:S:1:pos:R:3
Pb 0.563 -1.288 -1.015
C 3.922 -2.737 0.207
C 3.714 -1.886 1.454
S 2.461 -0.566 1.358
C 1.411 -0.890 2.797
C 0.700 -2.235 2.799
S -0.286 -2.625 1.318
C 0.287 -4.311 0.937
C 1.777 -4.514 0.709
S 2.483 -3.489 -0.616
H 4.430 -2.185 -0.584
H 4.575 -3.569 0.478
H 3.456 -2.503 2.314
H 4.662 -1.402 1.688
H 2.022 -0.811 3.696
H 0.702 -0.061 2.812
H 1.401 -3.052 2.948
H -0.002 -2.254 3.634
H -0.045 -4.940 1.765
H -0.292 -4.609 0.061
H 2.359 -4.345 1.613
H 1.928 -5.554 0.418
C 3.608 1.511 -2.438
C 1.193 2.823 -1.082
C -0.081 3.092 -0.490
C -0.205 4.441 -0.115
C -1.383 4.928 0.397
C -2.437 4.056 0.606
C -2.374 2.700 0.281
C -3.551 1.839 0.729
C -4.177 2.276 2.054
C -1.207 2.203 -0.351
N -1.173 0.852 -0.767
C -2.271 0.431 -1.337
C -2.547 -0.899 -1.754
C -3.779 -1.307 -2.364
C -3.651 -2.627 -2.648
C -2.320 -3.001 -2.213
N -1.675 -1.983 -1.668
H 1.774 0.358 -1.016
H 4.505 1.199 -2.967
H 1.749 2.216 -2.989
H 2.764 1.484 -0.412
H 1.135 0.758 -2.588
H 0.646 5.095 -0.245
H -1.477 5.974 0.654
H -3.345 4.438 1.049
H -3.235 0.797 0.823
H -4.330 1.855 -0.039
H -3.422 2.426 2.827
H -4.865 1.506 2.399
H -4.755 3.193 1.958
H -3.055 1.141 -1.584
H -4.628 -0.669 -2.554
H -4.366 -3.288 -3.111
H -1.861 -3.974 -2.326
Cl 2.647 4.603 -3.707
Ge 3.228 3.726 -1.854
Cl 4.567 4.068 -0.241
Cl 2.123 1.581 -1.708
```

Results
Charge: +3
LUMO (alpha / beta), eV: -9.8 / -11.1
2S+1: 2
Expectation value of S²: 1.20
Electronic energy, eV: -157018.4581
HOMO-LUMO gap (alpha / beta), eV: 6.6 / 5.1
Molar mass, g/mol: 791.847
Maximum force, eV/Å: 6.90

6.
A molecular structure, C21H29Cl3N6O4PS3SbSc. Source: the Open Molecules 2025 dataset; level of theory: ωB97M-V/def2-TZVPD.

```
69
Properties=species:S:1:pos:R:3
Sc 2.808 0.416 -0.205
S 3.876 2.681 -1.154
Sb 5.319 2.096 0.691
S 3.667 1.198 2.124
S 5.289 0.347 -0.997
C -1.505 -2.290 0.126
C -1.747 -1.438 -1.108
C -2.151 -2.274 -2.308
C -2.761 -0.347 -0.826
O -0.527 -0.697 -1.453
P 0.965 -1.132 -1.343
O 1.832 -0.067 -1.997
O 1.489 -1.209 0.091
O 0.993 -2.520 -2.067
C 2.090 -3.506 -2.095
C 3.420 -2.804 -2.311
C 2.064 -4.272 -0.786
C 1.737 -4.391 -3.275
H -2.431 -2.803 0.392
H -1.197 -1.671 0.967
H -0.742 -3.049 -0.048
H -3.107 -2.758 -2.098
H -1.414 -3.042 -2.527
H -2.272 -1.640 -3.186
H -3.732 -0.781 -0.587
H -2.874 0.298 -1.698
H -2.442 0.260 0.019
H 3.752 -2.274 -1.416
H 3.367 -2.097 -3.138
H 4.180 -3.553 -2.544
H 2.206 -3.601 0.058
H 2.872 -5.006 -0.782
H 1.121 -4.808 -0.671
H 1.752 -3.815 -4.200
H 0.746 -4.825 -3.142
H 2.460 -5.203 -3.362
C 0.354 0.767 2.507
C 0.242 1.733 1.383
N 0.961 1.759 0.280
C 0.503 2.812 -0.478
C -0.499 3.441 0.177
N -0.656 2.755 1.369
C -1.572 3.109 2.423
N -2.949 2.936 2.051
N -3.513 1.713 2.149
N -4.691 1.739 1.662
C -4.935 3.012 1.190
C -6.069 3.549 0.571
C -6.009 4.869 0.197
C -4.853 5.649 0.431
C -3.735 5.137 1.045
C -3.808 3.791 1.423
H 0.972 -0.075 2.209
H -0.630 0.382 2.781
H 0.811 1.237 3.381
H 0.936 3.044 -1.437
H -1.103 4.294 -0.076
H -1.427 4.152 2.706
H -1.377 2.483 3.289
H -6.947 2.943 0.396
H -6.860 5.330 -0.285
H -4.849 6.684 0.115
H -2.857 5.744 1.219
Cl 5.653 -3.050 4.177
C 6.222 -2.496 2.593
Cl 7.199 -1.039 2.753
Cl 7.143 -3.782 1.797
C 5.057 -2.175 1.767
N 4.182 -1.871 1.093
```

Results
LUMO (alpha / beta), eV: 0.2 / -0.7
2S+1: 2
Expectation value of S²: 0.76
Electronic energy, eV: -145987.1430
HOMO-LUMO gap (alpha / beta), eV: 7.4 / 7.1
Molar mass, g/mol: 829.751
Maximum force, eV/Å: 0.95

7.
2 unconnected molecules or ions with the total composition C21H29ClFN3O4. Source: the Open Molecules 2025 dataset; level of theory: ωB97M-V/def2-TZVPD.

```
59
Properties=species:S:1:pos:R:3
C -2.560 -0.046 3.194
C -1.501 0.294 2.136
O -1.204 -0.866 1.343
C -0.226 0.915 2.739
N 0.910 -0.016 2.777
C 0.659 -1.164 3.635
C 1.386 -2.366 3.093
O 2.005 -2.368 2.053
Cl 1.194 -3.857 4.033
C 2.106 0.605 3.240
O 3.147 -0.017 3.351
O 1.998 1.919 3.513
C 2.561 2.311 4.780
C 1.691 3.406 5.404
C 2.415 4.715 5.564
F 2.378 5.398 4.368
H -3.538 0.264 2.865
H -2.374 0.461 4.130
H -2.570 -1.109 3.409
H -1.969 0.999 1.467
H -1.781 -1.567 1.638
H 0.071 1.733 2.103
H -0.458 1.360 3.697
H 0.942 -1.014 4.674
H -0.384 -1.438 3.647
H 2.688 1.468 5.444
H 3.549 2.708 4.593
H 1.368 3.061 6.378
H 0.827 3.513 4.766
H 3.445 4.572 5.854
H 1.904 5.326 6.296
C 0.991 -3.826 -0.375
N 0.453 -3.028 -1.502
C 0.015 -1.785 -1.238
C -0.456 -0.982 -2.251
C -0.472 -1.456 -3.560
C -0.029 -2.754 -3.795
C 0.427 -3.521 -2.747
C -0.926 -0.601 -4.685
C -0.082 -0.339 -5.760
C -0.529 0.426 -6.813
N -1.774 0.922 -6.820
C -2.605 0.701 -5.788
C -2.206 -0.052 -4.710
C -2.262 1.712 -7.978
H 0.225 -3.891 0.392
H 1.863 -3.302 0.009
H 1.268 -4.819 -0.709
H 0.061 -1.447 -0.206
H -0.786 0.018 -2.007
H -0.038 -3.181 -4.788
H 0.783 -4.530 -2.888
H 0.929 -0.721 -5.785
H 0.097 0.649 -7.665
H -3.593 1.134 -5.856
H -2.906 -0.221 -3.905
H -2.589 2.685 -7.623
H -3.088 1.174 -8.437
H -1.458 1.832 -8.694
```

Results
Charge: +2
LUMO, eV: -7.4
Electronic energy, eV: -50132.5081
HOMO-LUMO gap, eV: 6.7
Molar mass, g/mol: 441.931
Maximum force, eV/Å: 2.43

8.
A molecular structure, C21H29FFeN8O2S. Source: the Open Molecules 2025 dataset; level of theory: ωB97M-V/def2-TZVPD.

```
63
Properties=species:S:1:pos:R:3
Fe -0.062 -0.041 -0.162
C 0.912 2.210 3.623
C 0.588 1.269 2.495
N 0.859 1.443 1.200
O 1.389 2.644 0.756
C -0.051 0.043 2.739
C -0.393 -0.544 4.069
N -0.490 -0.526 1.623
O -0.584 -1.725 1.197
H 1.342 3.158 3.304
H 1.623 1.742 4.304
H 0.003 2.428 4.182
H 1.391 3.296 1.475
H -0.148 0.149 4.866
H 0.139 -1.484 4.218
H -1.459 -0.769 4.104
N 0.078 -3.594 -1.976
C -1.198 -3.461 -2.456
C -1.574 -2.173 -2.207
N -0.567 -1.512 -1.583
C 0.426 -2.395 -1.419
C 1.628 -2.049 -0.764
N 1.767 -0.881 -0.128
C 3.039 -0.822 0.333
C 3.706 -1.956 -0.023
N 2.811 -2.731 -0.721
H 0.606 -4.451 -1.954
H -1.713 -4.270 -2.932
H -2.497 -1.679 -2.437
H 3.375 0.035 0.879
H 4.716 -2.263 0.154
H 3.006 -3.647 -1.093
C 2.817 2.524 -4.906
N 2.175 2.438 -3.612
C 3.079 2.463 -2.485
C 0.892 2.076 -3.451
S 0.380 1.390 -1.980
N -0.002 2.260 -4.446
C -0.024 3.479 -5.231
C -1.275 1.573 -4.399
H 3.702 1.886 -4.905
H 3.136 3.544 -5.126
H 2.148 2.180 -5.688
H 3.787 3.280 -2.623
H 3.636 1.526 -2.397
H 2.523 2.621 -1.562
H 0.813 4.115 -4.968
H -0.945 4.026 -5.020
H 0.007 3.254 -6.298
H -1.132 0.551 -4.056
H -1.686 1.559 -5.408
H -1.989 2.062 -3.731
F -5.563 2.369 -0.153
C -4.332 1.842 -0.031
C -4.198 0.482 0.188
C -2.924 -0.050 0.298
C -1.808 0.763 0.175
C -1.966 2.131 -0.001
C -3.231 2.679 -0.124
H -5.080 -0.132 0.274
H -2.801 -1.108 0.474
H -1.104 2.777 -0.079
H -3.379 3.736 -0.287
```

Results
Charge: +1
LUMO (alpha / beta), eV: -2.8 / -2.6
2S+1: 2
Relative energy (zero: lowest compared OMol25 entry of this formula, charge and spin), kcal per mole: 66.2
Expectation value of S²: 1.13
Electronic energy, eV: -86192.8937
HOMO-LUMO gap (alpha / beta), eV: 7.4 / 7.5
Molar mass, g/mol: 532.427
Maximum force, eV/Å: 3.94